The following is a DFT calculation (wB97M-V/def2-TZVPD) of a structure of composition C33H34BBr4N6O2Si2Tc in a non-equilibrium geometry.

```
83
Properties=species:S:1:pos:R:3:forces:R:3
Tc -0.48276 -0.07678 -0.02727 -0.186 -1.023 -0.294
B 0.12021 2.44168 2.51438 -0.055 0.017 0.018
N -0.19135 0.94122 2.86299 0.021 -0.192 -0.053
C -0.31512 0.52667 4.12307 0.018 -0.052 0.046
C -0.56031 -0.84118 4.13767 -0.045 0.084 0.105
C -0.57896 -1.20434 2.80313 0.112 0.032 0.044
N -0.35020 -0.12113 2.04474 -0.176 0.185 0.065
N 0.35431 2.70570 0.98396 0.000 -0.152 -0.099
C 0.69123 3.91678 0.53579 0.006 0.112 -0.011
C 0.92695 3.85027 -0.82760 0.041 0.095 0.017
C 0.70692 2.51885 -1.14693 0.061 -0.024 0.116
N 0.36691 1.83795 -0.04362 0.198 0.400 -0.118
H -0.82573 3.11742 2.87195 0.043 -0.073 -0.071
H 1.13670 2.74220 3.09581 -0.113 -0.009 -0.018
H -0.21121 1.23311 4.93253 -0.001 -0.047 -0.067
H -0.71516 -1.47396 4.99467 0.025 0.023 -0.036
H -0.72252 -2.17290 2.34835 -0.023 0.096 -0.018
H 0.74786 4.74870 1.22132 0.010 -0.089 -0.034
H 1.22140 4.64792 -1.48912 -0.031 -0.041 0.046
H 0.77165 2.02190 -2.10089 -0.032 -0.016 0.048
Br -1.06343 -7.63544 -0.04405 -0.027 0.002 -0.005
C -1.27612 -5.75545 -0.06010 -0.062 0.127 0.027
C -2.51002 -5.18990 0.24523 0.053 0.027 -0.052
Br -4.01123 -6.27458 0.63236 0.027 0.066 0.007
C -2.62387 -3.79302 0.24995 -0.125 -0.035 0.099
Br -4.26403 -2.92502 0.62467 -0.009 -0.046 0.031
C -1.54580 -2.96980 -0.02771 0.230 0.171 -0.126
O -1.65444 -1.64941 0.00357 -0.130 0.061 0.278
C -0.28016 -3.52687 -0.39882 0.308 0.249 -0.119
O 0.67246 -2.73625 -0.74278 -0.110 -0.187 0.030
C -0.19031 -4.93704 -0.37399 0.068 0.055 -0.020
Br 1.48837 -5.67434 -0.84031 0.042 0.106 -0.010
C 0.52062 -1.03320 -3.51488 0.019 0.062 0.099
C -0.66014 -0.12819 -3.33163 0.025 -0.022 0.177
C -1.38125 0.35110 -4.40474 -0.096 0.019 -0.052
C -2.48510 1.18515 -4.17389 0.049 -0.011 0.053
C -2.86668 1.50918 -2.89793 -0.074 -0.059 -0.068
C -2.12490 0.98294 -1.81305 0.113 0.113 0.299
N -1.01482 0.21364 -2.07561 -0.043 0.133 -0.127
N -2.32795 1.16035 -0.50513 0.159 -0.267 -0.345
Si -3.80595 1.42300 0.33677 -0.051 0.217 0.039
C -5.26625 0.68855 -0.59293 -0.024 -0.117 -0.113
C -4.17727 3.25025 0.55868 -0.026 0.126 -0.011
C -3.63519 0.67813 2.03641 0.070 -0.112 0.115
H 0.37277 -1.66593 -4.39015 0.006 0.019 0.001
H 0.67332 -1.66260 -2.63616 -0.032 -0.018 -0.023
H 1.43538 -0.45531 -3.67101 -0.024 0.012 0.013
H -1.09229 0.06869 -5.40846 -0.018 0.009 0.041
H -3.04265 1.57462 -5.01913 0.002 -0.004 0.036
H -3.71463 2.15021 -2.69107 0.040 -0.042 -0.041
H -5.70246 1.42286 -1.27930 0.014 -0.093 0.047
H -6.05150 0.36783 0.10010 0.059 0.055 -0.050
H -4.96053 -0.18608 -1.17648 -0.048 0.057 0.071
H -4.29066 3.75505 -0.40771 0.010 -0.025 0.092
H -3.38244 3.75670 1.11679 -0.063 -0.061 -0.051
H -5.11639 3.36931 1.11375 0.092 0.040 -0.049
H -3.18270 -0.31571 1.97242 -0.073 0.054 0.027
H -4.61391 0.57145 2.51673 0.075 0.043 -0.019
H -3.00484 1.30558 2.67854 -0.048 -0.073 -0.077
C 4.12145 2.13851 3.24206 -0.011 -0.034 -0.051
C 3.91918 2.51064 1.91797 -0.008 -0.061 0.031
C 3.25378 1.65758 1.04733 0.034 -0.074 0.123
C 2.76878 0.40791 1.45802 0.093 0.109 -0.064
C 2.98833 0.06341 2.79558 -0.052 -0.051 0.030
C 3.65087 0.90879 3.67906 -0.012 0.054 -0.027
Si 1.89397 -0.89369 0.33328 0.269 0.120 0.282
C 3.15167 -1.14237 -1.06437 -0.158 0.078 -0.158
C 3.74292 -2.39552 -1.24180 -0.021 0.020 -0.007
C 4.68574 -2.61623 -2.23755 0.014 0.029 -0.051
C 5.06744 -1.58114 -3.08367 -0.050 -0.028 0.061
C 4.50305 -0.32305 -2.91916 -0.019 -0.033 0.053
C 3.55825 -0.11356 -1.92058 -0.060 0.022 -0.005
H 4.63865 2.80177 3.92630 -0.016 -0.010 -0.022
H 4.27675 3.47184 1.56386 -0.013 -0.027 -0.001
H 3.10749 1.98947 0.02679 -0.002 -0.003 -0.012
H 2.62788 -0.89702 3.15930 0.036 0.079 -0.032
H 3.79892 0.60799 4.71061 -0.011 -0.012 -0.025
H 2.03568 -2.02453 1.28412 -0.175 -0.082 -0.084
H 3.44705 -3.21232 -0.59672 -0.066 -0.047 -0.032
H 5.11291 -3.60579 -2.36373 -0.006 0.058 0.025
H 5.79613 -1.75439 -3.86742 -0.010 0.001 0.026
H 4.79680 0.49366 -3.57012 -0.026 -0.021 0.028
H 3.12244 0.87751 -1.82304 0.018 -0.065 -0.001
```
Forces are in eV/Å.

Computed properties:
Multiplicity = 4
HOMO-LUMO gap (spin up / spin down) = 7.02 / 6.25 eV
E = -12737.859311 hartree
Net charge = -1
HOMO (spin up / spin down) = -4.579 / -4.639 eV
E_LUMO (spin up / spin down) = 2.4 / 1.6 eV

Results of the Mulliken charge analysis, in e, for atoms 1 through 8:
1. Tc 0.277
2. B -0.194
3. N 0.063
4. C -0.629
5. C -1.306
6. C -1.079
7. N 1.686
8. N 0.153



The following is a DFT calculation (wB97M-V/def2-TZVPD) of a structure of composition C33H34Cl2GeN2O7SSeTl.

```
82
Properties=species:S:1:pos:R:3:forces:R:3
Tl -0.51830 -0.79369 -0.96378 -0.007 -0.061 -0.043
Cl -1.18153 6.01229 -4.58952 0.003 -0.001 0.000
C -1.34245 4.53940 -3.62511 0.005 -0.011 0.002
C -2.42523 4.42604 -2.76742 -0.009 0.007 -0.008
C -2.49500 3.25758 -1.99424 0.008 -0.007 0.000
Cl -3.80079 3.15596 -0.82771 -0.009 -0.007 -0.002
C -1.57112 2.21050 -2.02666 -0.003 0.011 0.006
O -1.66761 1.21176 -1.20146 -0.001 0.001 -0.017
C -0.49452 2.33233 -3.00661 0.002 0.012 -0.007
C 0.45571 1.33487 -3.28742 -0.010 -0.012 0.006
O 0.54661 0.12363 -2.85626 0.022 0.017 0.035
C -0.40020 3.55063 -3.75068 -0.003 0.004 0.001
H -3.16184 5.20810 -2.66433 0.000 -0.001 0.001
H 1.22065 1.64064 -4.01920 -0.005 -0.001 -0.009
H 0.42115 3.67281 -4.44669 0.000 -0.001 0.000
S 1.08518 -5.93873 -0.68203 0.023 0.011 -0.034
C 2.12408 -4.77664 -1.35166 -0.032 -0.019 0.050
N 3.45035 -5.02332 -1.43025 0.010 -0.005 -0.037
C 4.46732 -4.05682 -1.82601 -0.013 -0.017 0.023
C 3.91047 -2.65005 -1.71318 -0.001 0.030 0.029
C 2.55930 -2.58590 -2.39587 -0.015 -0.050 -0.085
N 1.68931 -3.61148 -1.82739 -0.002 -0.009 0.050
H 3.71914 -5.91012 -1.04346 0.001 0.006 0.016
H 4.79603 -4.26038 -2.85199 -0.003 0.010 -0.009
H 5.33082 -4.18241 -1.16930 0.003 -0.009 -0.012
H 4.59267 -1.93643 -2.17550 0.008 0.006 0.009
H 3.77590 -2.35930 -0.67085 0.018 -0.002 -0.019
H 2.66121 -2.75754 -3.47470 0.003 0.000 0.011
H 2.09400 -1.61259 -2.25805 -0.007 0.028 0.026
H 0.72248 -3.39288 -1.64048 0.009 0.010 -0.011
C -1.07773 -4.39829 2.80395 0.022 -0.010 -0.020
C 0.46615 -4.39506 2.89637 0.002 0.017 0.007
C 0.84491 -3.00226 2.37978 0.000 -0.004 0.009
O -0.29375 -2.19152 2.65879 -0.018 -0.019 0.033
C -1.39488 -2.99422 2.27020 -0.017 0.017 -0.008
H -1.53146 -4.55375 3.78463 0.003 0.007 0.005
H -1.44816 -5.17261 2.13098 0.005 0.000 0.001
H 0.92068 -5.17770 2.28973 -0.009 -0.006 -0.003
H 0.79126 -4.52102 3.93115 0.000 0.001 -0.001
H 1.01505 -3.02726 1.29575 0.007 0.007 -0.006
H 1.70883 -2.54064 2.85195 -0.005 -0.011 -0.008
H -1.46187 -3.01812 1.17484 -0.011 0.031 0.002
H -2.30271 -2.54325 2.66953 -0.004 -0.022 0.016
O 2.33316 -0.73882 0.01507 0.001 0.049 0.064
Se 2.27013 0.29425 1.26460 0.021 0.000 -0.063
O 2.71048 -0.34920 2.67825 -0.016 -0.017 -0.006
O 0.52817 0.52898 1.33980 -0.007 -0.014 0.005
O 2.88254 1.75687 0.98163 -0.009 0.013 0.010
C -1.13091 5.68566 0.44998 0.006 0.002 0.002
C -1.75436 5.39899 1.65772 -0.006 0.003 -0.003
C -1.52287 4.18145 2.28095 0.001 -0.003 0.006
C -0.65255 3.25024 1.71513 0.009 0.006 -0.013
C -0.01941 3.55417 0.51246 0.001 0.005 0.002
C -0.26704 4.76379 -0.12241 0.002 0.006 0.009
Ge -0.41857 1.50483 2.51943 0.001 -0.007 0.002
C 0.46542 1.55901 4.25389 0.007 -0.006 -0.003
C 0.75919 0.37289 4.92885 0.017 0.020 0.002
C 1.34288 0.40791 6.18586 -0.001 -0.004 -0.002
C 1.64352 1.62648 6.78268 0.001 -0.004 0.006
C 1.36308 2.81043 6.11753 -0.005 -0.006 -0.005
C 0.77654 2.77340 4.85749 0.002 0.018 -0.005
C -2.13336 0.59592 2.70797 0.000 0.000 -0.005
C -2.54681 0.06375 3.92802 0.000 0.003 0.001
C -3.78003 -0.56487 4.04692 -0.002 0.003 -0.001
C -4.61219 -0.67096 2.94017 0.003 -0.004 0.000
C -4.21125 -0.13939 1.72191 -0.001 0.000 -0.001
C -2.98247 0.49870 1.60404 0.004 0.004 0.002
H -1.34059 6.61702 -0.06281 0.001 0.001 0.001
H -2.44484 6.11019 2.09668 0.000 0.000 0.001
H -2.04745 3.94728 3.20309 0.001 0.000 0.002
H 0.65260 2.83650 0.05825 0.002 0.004 0.002
H 0.18510 4.96380 -1.08636 0.003 0.003 0.005
H 0.54811 -0.57800 4.45327 0.006 -0.019 -0.012
H 1.57877 -0.51902 6.69506 0.001 0.001 0.001
H 2.10671 1.65113 7.76265 0.001 -0.001 -0.001
H 1.60854 3.76283 6.57286 0.000 0.000 -0.001
H 0.57242 3.70105 4.33333 0.000 -0.003 0.000
H -1.89971 0.13129 4.79502 -0.009 0.001 -0.001
H -4.08706 -0.97773 5.00124 0.001 -0.001 0.001
H -5.57211 -1.16742 3.02833 -0.001 0.001 0.001
H -4.85577 -0.21147 0.85394 0.001 0.001 0.000
H -2.69155 0.92411 0.64649 -0.001 0.001 -0.004
```
Forces are in eV/Å.

Computed properties:
ΔE to the lowest compared entry with this formula, charge and spin = 0.0000 eV
Multiplicity = 2
HOMO-LUMO gap (spin up / spin down) = 3.88 / 6.32 eV
E = -7883.567462 hartree
Net charge = -2
HOMO (spin up / spin down) = 0.205 / -2.229 eV
E_LUMO (spin up / spin down) = 4.1 / 4.1 eV

Results of the Mulliken charge analysis, in e, for atoms 1 through 8:
1. Tl 0.951
2. Cl -0.330
3. C 0.575
4. C -0.962
5. C 0.963
6. Cl -0.246
7. C -0.328
8. O -1.010



The following is a DFT calculation (wB97M-V/def2-TZVPD) of a structure of composition C33H34CrN3O3SSe2.

```
77
Properties=species:S:1:pos:R:3:forces:R:3
Cr -0.49275 -0.17311 0.82658 0.304 0.254 0.365
C -0.91747 -1.06272 4.32979 -0.002 -0.029 0.162
Se -0.80054 0.65179 3.43488 0.066 0.128 -0.289
C 1.04778 1.02055 3.90265 0.115 -0.085 0.007
C 1.99802 -0.10449 3.54298 0.043 -0.014 0.081
Se 1.96691 -0.61285 1.64671 -0.461 0.061 0.095
C 2.04870 -2.53985 1.88431 0.086 -0.033 -0.020
H -0.63387 -0.91756 5.37053 -0.014 -0.014 0.003
H -0.29150 -1.80684 3.84891 0.007 0.020 -0.006
H -1.95172 -1.39179 4.28096 -0.014 0.004 0.010
H 1.09156 1.22050 4.97382 -0.026 -0.002 0.004
H 1.30041 1.94212 3.38248 -0.033 0.017 -0.042
H 1.81569 -1.00009 4.13400 -0.062 0.003 -0.003
H 3.02048 0.21736 3.74067 0.007 -0.010 0.027
H 2.83777 -2.77690 2.59401 0.007 0.033 0.008
H 2.28357 -2.95745 0.90884 -0.011 -0.009 0.018
H 1.08344 -2.92106 2.20270 -0.024 0.023 0.007
O 1.10663 3.41596 -1.06755 -0.031 -0.020 -0.061
S -0.04397 2.93413 -0.35567 -0.042 0.015 -0.018
O -1.34230 3.42191 -0.75004 -0.040 -0.047 -0.009
N -0.05444 1.30748 -0.31089 0.096 -0.087 -0.161
C 0.19190 0.57554 -1.62022 -0.008 -0.059 0.275
C -0.41743 1.12143 -2.85195 0.056 -0.036 -0.060
C -0.47794 0.30532 -3.94066 -0.039 0.063 -0.043
C -0.14641 -1.05942 -4.09240 0.015 0.025 0.008
C 0.17880 -2.04783 -3.13719 0.004 -0.141 0.046
C 0.66021 -3.32444 -3.54489 -0.024 0.060 -0.007
C 0.96418 -4.30149 -2.63330 0.009 -0.028 0.015
C 0.79421 -4.05177 -1.26666 0.005 0.003 -0.068
N 0.31894 -2.88838 -0.83818 0.007 -0.008 -0.023
C 0.02100 -1.95946 -1.72813 -0.027 0.180 -0.044
C 0.16162 3.45573 1.32457 0.090 0.047 0.035
C 1.40413 3.94802 1.70559 0.018 -0.060 0.074
C 1.54439 4.54332 2.95184 0.050 -0.020 -0.035
C 0.45153 4.64284 3.80239 -0.062 -0.021 0.006
C -0.78802 4.15347 3.40892 0.034 0.005 0.034
C -0.94089 3.57013 2.15909 -0.025 0.034 -0.018
H -0.79368 2.13113 -2.89138 0.005 0.024 0.038
H -0.84024 0.77461 -4.85217 -0.006 -0.004 0.011
H -0.12911 -1.41544 -5.11691 0.007 -0.008 0.006
H 0.79167 -3.50785 -4.60526 0.003 0.003 0.009
H 1.33541 -5.26330 -2.96532 -0.001 0.003 0.013
H 1.02211 -4.80425 -0.51959 -0.009 0.019 0.014
H 2.23220 3.88612 1.01209 -0.013 0.002 -0.003
H 2.50459 4.94342 3.25089 -0.004 -0.001 -0.001
H 0.55983 5.11884 4.76874 0.002 -0.005 -0.005
H -1.64200 4.24321 4.06745 0.002 0.002 -0.003
H -1.91207 3.23770 1.81443 0.019 0.002 -0.014
C 4.49155 0.19842 -2.35089 0.013 0.003 -0.016
C 3.86385 -0.75604 -1.57202 -0.017 -0.034 0.027
C 2.49984 -0.67563 -1.31967 -0.006 0.064 0.006
C 1.71863 0.35205 -1.84032 -0.070 0.069 -0.123
C 2.37028 1.29805 -2.63506 0.029 -0.055 0.026
C 3.73212 1.23134 -2.87877 -0.029 0.014 -0.004
N -0.55794 -0.74978 -1.19313 -0.160 -0.111 -0.220
C -2.00374 -0.70310 -1.51209 0.143 -0.045 0.067
C -2.73025 0.48900 -1.45931 -0.020 0.001 -0.012
C -4.09111 0.49020 -1.73104 0.022 0.016 0.061
C -4.76138 -0.68555 -2.03553 -0.023 0.011 0.021
C -4.04827 -1.87146 -2.05984 0.023 -0.055 -0.023
C -2.68214 -1.88506 -1.80445 0.059 0.102 0.009
H 5.55298 0.13234 -2.55599 -0.010 0.002 0.012
H 4.42857 -1.58320 -1.15822 -0.003 0.002 -0.004
H 2.06009 -1.46320 -0.73405 -0.050 -0.063 -0.080
H 1.79789 2.09690 -3.07494 -0.038 0.036 -0.003
H 4.19458 1.98883 -3.49947 0.000 -0.013 0.008
H -2.26084 1.42867 -1.22337 -0.038 -0.027 0.024
H -4.62241 1.43364 -1.70206 -0.004 -0.014 -0.001
H -5.82289 -0.67529 -2.24811 0.011 -0.004 -0.010
H -4.54544 -2.80270 -2.30136 0.010 0.003 0.007
H -2.14978 -2.82248 -1.85016 0.044 -0.040 0.003
C -3.54760 -1.30731 1.36846 0.026 -0.132 0.062
C -2.08701 -1.10168 1.26358 0.042 0.011 -0.070
O -1.21656 -1.87771 1.65353 0.024 -0.111 -0.162
H -3.78674 -2.35972 1.21419 -0.012 0.007 0.021
H -4.08808 -0.68096 0.66700 -0.010 0.042 -0.041
H -3.82953 -1.03289 2.39064 -0.035 0.033 -0.022
```
Forces are in eV/Å.

Computed properties:
ΔE to the lowest compared entry with this formula, charge and spin = 3.0444 eV
Multiplicity = 2
HOMO-LUMO gap (spin up / spin down) = 4.96 / 5.22 eV
E = -7913.270540 hartree
Net charge = 0
HOMO (spin up / spin down) = -5.330 / -5.336 eV
E_LUMO (spin up / spin down) = -0.4 / -0.1 eV

Results of the Mulliken charge analysis, in e, for atoms 1 through 8:
1. Cr 1.106
2. C -1.058
3. Se 0.216
4. C -0.259
5. C -1.083
6. Se 0.331
7. C -0.985
8. H 0.401